Entry 1:
Computed, not measured: a 21-piece molecular cluster, H42O21 overall at a distorted geometry, with ωB97M-V/def2-TZVPD.

The geometry in ORCA input format:
```
! wB97M-V def2-TZVPD RIJCOSX def2/J DEFGRID3
* xyz 0 1
O 0.429 -4.622 -0.083
O 0.575 1.075 3.577
O -2.039 -3.905 2.890
O -3.731 1.481 1.965
O -0.437 4.151 -0.481
O -4.512 1.855 -1.289
O 4.154 -1.490 3.148
O 1.901 0.937 0.155
O 2.587 0.477 -3.243
O 0.468 0.791 -4.978
O 1.832 3.828 1.369
O 0.761 -2.411 -3.073
O 2.111 -1.600 0.369
O -0.736 3.479 2.613
O -2.477 -1.873 -3.225
O 0.799 -3.541 4.124
O -3.653 -1.267 3.096
O -1.187 -0.492 -1.229
O 3.508 -1.630 -2.482
O 1.391 2.414 -1.853
O -1.903 2.234 -1.193
H -0.315 4.740 0.173
H 1.729 0.127 0.289
H -0.635 0.260 -1.354
H -1.781 1.980 -2.110
H -1.295 -3.234 2.576
H 0.375 -3.986 -0.722
H 3.199 -1.894 -1.536
H 0.280 1.532 -4.272
H -0.216 0.312 -5.213
H 2.370 2.951 1.422
H 1.011 3.078 -2.481
H 3.311 -1.830 3.463
H -3.106 1.599 1.238
H -1.850 -0.168 -0.644
H -3.729 1.693 -0.807
H -2.933 -2.459 -2.681
H 0.621 -5.514 -0.530
H 2.276 0.861 -4.151
H -1.241 3.001 1.940
H 1.675 -2.464 -3.299
H -2.052 -1.353 -2.456
H 0.973 -2.590 3.842
H 2.388 2.336 -1.781
H 1.780 -0.120 -3.008
H -3.486 -1.475 4.114
H 1.937 4.444 2.099
H 0.345 3.613 -0.479
H -4.983 1.154 -1.504
H 0.150 -2.648 -3.730
H -3.900 2.272 2.650
H 0.098 3.602 2.272
H 4.015 -2.348 -2.810
H -2.330 -4.263 2.193
H -0.062 1.686 3.937
H -2.628 -1.192 3.012
H -0.131 -3.871 3.833
H -1.713 3.135 -1.246
H 0.768 1.618 2.708
H 1.420 -2.178 0.021
H 3.818 -0.562 2.850
H 2.740 1.236 -0.326
H 2.379 -2.226 1.097
*
```

- Kohn-Sham gap: 9.75 eV
- M: 378.3 g mol⁻¹
- Energy relative to the best compared isomer or geometry (same formula, charge and spin): 278.4 kcal/mol

Listed below, in e, are the natural (NBO) charges computed for each atom:
1 O -0.9562
2 O -0.9578
3 O -0.9063
4 O -0.9694
5 O -0.9717
6 O -0.9453
7 O -0.9276
8 O -0.9637
9 O -0.9757
10 O -0.9532
11 O -0.9995
12 O -0.9890
13 O -0.9646
14 O -0.9601
15 O -0.9767
16 O -0.9712
17 O -0.9079
18 O -0.9462
19 O -0.9528
20 O -0.9797
21 O -0.9724
22 H 0.4711
23 H 0.4766
24 H 0.4988
25 H 0.4672
26 H 0.4575
27 H 0.4703
28 H 0.4890
29 H 0.4844
30 H 0.4748
31 H 0.5193
32 H 0.4819
33 H 0.4598
34 H 0.4708
35 H 0.4794
36 H 0.4765
37 H 0.4529
38 H 0.4866
39 H 0.4826
40 H 0.4793
41 H 0.4950
42 H 0.4905
43 H 0.4675
44 H 0.5032
45 H 0.4849
46 H 0.4588
47 H 0.4914
48 H 0.5066
49 H 0.4593
50 H 0.4891
51 H 0.5003
52 H 0.4706
53 H 0.4658
54 H 0.4545
55 H 0.4828
56 H 0.4490
57 H 0.4981
58 H 0.5014
59 H 0.4690
60 H 0.4838
61 H 0.4696
62 H 0.4806
63 H 0.4961

Entry 2:
Computed, not measured: a 21-piece molecular cluster, H42O21 overall at a distorted geometry, with ωB97M-V/def2-TZVPD.

The geometry in ORCA input format:
```
! wB97M-V def2-TZVPD RIJCOSX def2/J DEFGRID3
* xyz 0 1
O -1.377 -1.309 -3.221
O -4.666 1.456 -0.519
O -2.301 0.046 3.519
O -2.494 2.194 -2.401
O 0.087 0.567 0.187
O 2.632 -1.962 1.002
O 1.034 1.231 3.042
O 4.002 1.832 -0.993
O -1.112 -2.711 3.873
O -1.766 2.628 3.645
O 3.270 -1.079 -1.440
O 1.837 -1.441 3.423
O -1.094 0.988 -4.511
O 2.292 -0.060 -4.134
O -4.470 1.851 2.063
O 4.695 0.314 1.254
O 1.402 1.200 -1.959
O -1.465 2.912 0.637
O 1.026 -2.320 -2.978
O -0.697 -2.261 0.710
O -0.751 -4.246 -1.026
H -0.374 -1.570 0.137
H 0.556 0.509 -0.677
H -3.300 1.723 -2.214
H -3.976 2.073 2.867
H -1.596 2.844 4.568
H -5.074 1.254 0.340
H 0.838 1.009 2.119
H -1.411 -1.739 1.105
H 2.313 1.528 -1.811
H -1.032 -1.996 -3.781
H 0.102 -4.027 -1.387
H 2.282 -2.283 3.595
H -1.779 3.819 0.586
H 1.405 0.126 -3.833
H -1.557 -0.614 -3.891
H -0.243 -2.288 3.829
H 1.022 -3.239 -3.174
H 2.810 -1.674 0.074
H 5.134 -0.212 0.578
H -3.719 1.469 1.588
H 1.902 0.837 3.150
H -5.405 1.441 -1.127
H 2.398 -1.191 -1.848
H 1.688 -2.001 1.101
H -1.324 1.210 -3.603
H -1.003 2.062 3.457
H 1.277 1.414 -2.893
H -1.646 1.639 -4.952
H 4.147 -0.374 1.656
H 3.477 -0.163 -1.655
H 4.333 2.735 -1.089
H 2.492 -1.105 2.796
H -1.022 -3.450 3.270
H -1.442 2.704 1.581
H -0.297 1.429 0.249
H -1.062 -3.580 -0.385
H -1.733 -0.702 3.286
H -2.113 0.074 4.463
H -2.211 2.587 -1.567
H 2.268 -0.966 -4.455
H 0.155 -1.938 -2.837
H 4.021 1.757 -0.027
*
```

- Kohn-Sham gap: 10.73 eV
- M: 378.3 g mol⁻¹
- Energy relative to the best compared isomer or geometry (same formula, charge and spin): 118.6 kcal/mol

Listed below, in e, are the natural (NBO) charges computed for each atom:
1 O -0.9563
2 O -0.9737
3 O -0.9547
4 O -0.9839
5 O -1.0318
6 O -1.0226
7 O -0.9721
8 O -0.9794
9 O -0.9620
10 O -0.9749
11 O -0.9721
12 O -0.9598
13 O -0.9770
14 O -0.9501
15 O -0.9655
16 O -0.9602
17 O -0.9788
18 O -0.9861
19 O -1.0021
20 O -0.9593
21 O -0.9850
22 H 0.4949
23 H 0.5090
24 H 0.4964
25 H 0.4965
26 H 0.4795
27 H 0.5029
28 H 0.4918
29 H 0.4870
30 H 0.5112
31 H 0.4614
32 H 0.4575
33 H 0.4738
34 H 0.4911
35 H 0.4598
36 H 0.5025
37 H 0.4879
38 H 0.4810
39 H 0.5054
40 H 0.4819
41 H 0.4732
42 H 0.4744
43 H 0.4672
44 H 0.5048
45 H 0.4881
46 H 0.5043
47 H 0.4984
48 H 0.4789
49 H 0.4851
50 H 0.4821
51 H 0.4971
52 H 0.4828
53 H 0.4779
54 H 0.4790
55 H 0.5013
56 H 0.4972
57 H 0.5014
58 H 0.4810
59 H 0.4681
60 H 0.4996
61 H 0.4883
62 H 0.4950
63 H 0.5110

Entry 3:
Computed, not measured: a 21-piece molecular cluster, H42O21 overall at a distorted geometry, with ωB97M-V/def2-TZVPD.

The geometry in ORCA input format:
```
! wB97M-V def2-TZVPD RIJCOSX def2/J DEFGRID3
* xyz 0 1
O 1.993 1.778 -1.141
O 3.654 -2.024 -1.589
O -2.746 -0.229 -3.792
O -3.547 0.777 1.904
O -3.538 2.624 -0.213
O 1.895 -2.947 -3.462
O -1.095 -0.240 1.980
O 3.503 -0.082 3.047
O -2.470 0.065 -0.659
O 4.559 1.983 -0.927
O -0.024 -1.251 -0.312
O 1.215 -0.449 4.522
O -2.316 -0.664 4.454
O 0.279 -2.800 3.062
O 0.081 -0.619 -2.961
O -3.693 -2.326 1.167
O 1.466 0.949 1.513
O -0.649 1.750 -3.724
O 1.144 3.936 0.636
O -1.314 3.696 -2.130
O -0.031 -4.317 -0.952
H 4.540 2.251 -1.857
H 0.817 -3.392 2.540
H -1.889 -0.717 1.680
H 0.102 -3.424 -1.311
H 1.556 -2.117 -3.095
H -0.700 3.498 -2.966
H 2.066 -0.329 4.034
H 1.442 4.789 0.333
H -4.003 1.515 1.509
H 3.329 0.170 2.145
H -0.435 -0.845 2.291
H 4.526 -1.696 -1.338
H 0.541 1.254 1.626
H 0.889 -2.101 3.205
H -4.431 2.646 0.099
H 2.790 -2.665 -3.634
H -3.041 3.389 -0.468
H 3.792 1.562 -0.554
H -1.429 -0.907 4.710
H -3.648 -2.493 2.142
H 1.665 1.329 0.639
H 1.636 3.683 1.481
H -0.422 -1.286 -3.427
H 4.364 -0.492 3.022
H -1.423 1.705 -3.168
H 0.326 -1.001 -2.127
H 1.570 -0.862 5.318
H -2.184 -0.635 3.495
H 0.737 -1.007 0.270
H -3.162 0.839 -0.575
H -2.699 -1.025 -4.323
H 1.568 2.481 -0.573
H -0.138 0.965 -3.775
H 0.871 -4.470 -0.618
H 3.637 -2.784 -2.154
H -0.453 -1.947 0.286
H -3.527 -0.437 -3.237
H -3.214 -1.583 0.812
H -2.592 0.691 1.947
H -2.048 -0.041 -1.518
H 1.140 1.440 -1.488
H -0.830 4.439 -1.798
*
```

- Kohn-Sham gap: 10.11 eV
- M: 378.3 g mol⁻¹
- Energy relative to the best compared isomer or geometry (same formula, charge and spin): 182.1 kcal/mol

Listed below, in e, are the natural (NBO) charges computed for each atom:
1 O -0.9784
2 O -0.9697
3 O -0.9466
4 O -0.9914
5 O -0.9859
6 O -0.9361
7 O -0.9739
8 O -0.9538
9 O -1.0287
10 O -0.9861
11 O -0.9784
12 O -0.9827
13 O -0.9399
14 O -0.9441
15 O -0.9802
16 O -0.9709
17 O -1.0032
18 O -0.9926
19 O -0.9721
20 O -0.9877
21 O -0.9299
22 H 0.4874
23 H 0.4666
24 H 0.4849
25 H 0.4676
26 H 0.4757
27 H 0.5130
28 H 0.4995
29 H 0.4879
30 H 0.4815
31 H 0.4980
32 H 0.5007
33 H 0.4875
34 H 0.5049
35 H 0.4770
36 H 0.4865
37 H 0.4549
38 H 0.5236
39 H 0.4935
40 H 0.4636
41 H 0.4910
42 H 0.4755
43 H 0.5034
44 H 0.4850
45 H 0.4790
46 H 0.4928
47 H 0.5021
48 H 0.4676
49 H 0.4599
50 H 0.4918
51 H 0.5177
52 H 0.4687
53 H 0.4940
54 H 0.5031
55 H 0.4617
56 H 0.4778
57 H 0.4995
58 H 0.4810
59 H 0.4846
60 H 0.4971
61 H 0.4889
62 H 0.4959
63 H 0.4601

Entry 4:
Computed, not measured: a 22-piece molecular cluster, H44O22 overall at a distorted geometry, with ωB97M-V/def2-TZVPD.

The geometry in ORCA input format:
```
! wB97M-V def2-TZVPD RIJCOSX def2/J DEFGRID3
* xyz 0 1
O 11.394 -14.264 5.695
O 3.223 -9.528 1.598
O 3.806 -11.958 5.718
O 5.892 -10.429 6.392
O 6.120 -14.612 2.679
O 5.236 -14.472 6.651
O 7.244 -13.091 4.930
O 6.877 -12.382 7.894
O 9.840 -16.828 5.947
O 6.394 -10.265 1.503
O 4.504 -12.345 3.091
O 10.085 -12.849 11.191
O 7.256 -9.882 3.888
O 9.704 -10.522 7.633
O 6.102 -14.404 9.437
O 7.218 -13.035 0.866
O 7.829 -10.432 9.687
O 8.763 -15.560 8.629
O 9.842 -12.070 5.142
O 10.241 -13.184 8.634
O 8.365 -15.265 11.601
O 9.830 -11.678 2.142
H 6.607 -11.172 1.197
H 8.154 -12.820 4.954
H 7.441 -13.548 0.068
H 6.923 -12.383 4.318
H 9.713 -11.366 5.896
H 7.420 -11.056 9.046
H 6.544 -14.345 3.532
H 5.128 -14.315 2.778
H 7.469 -14.969 11.782
H 9.089 -12.171 1.818
H 4.184 -9.615 1.643
H 4.486 -13.896 6.375
H 5.989 -14.136 6.060
H 10.941 -13.388 8.024
H 8.401 -15.554 10.680
H 3.815 -11.804 2.642
H 11.104 -13.317 5.672
H 9.071 -14.618 8.526
H 6.766 -13.540 1.515
H 10.104 -15.870 5.719
H 7.235 -12.815 7.147
H 2.969 -9.008 2.357
H 10.249 -11.420 1.287
H 8.306 -11.003 10.292
H 9.973 -11.704 4.221
H 5.298 -14.485 8.922
H 9.374 -16.134 8.181
H 7.019 -9.920 2.939
H 8.876 -16.746 5.870
H 6.638 -13.021 8.601
H 8.233 -9.832 3.986
H 9.591 -13.658 11.527
H 10.686 -12.615 11.895
H 2.914 -11.773 5.842
H 6.511 -10.658 5.724
H 4.271 -12.077 4.026
H 11.742 -14.354 4.776
H 9.952 -11.241 8.266
H 4.525 -11.219 5.963
H 10.599 -12.890 9.522
H 5.978 -11.061 7.134
H 6.492 -9.773 0.712
H 6.681 -15.066 9.003
H 8.948 -10.060 7.941
*
```

- Kohn-Sham gap: 10.73 eV
- M: 396.3 g mol⁻¹
- Energy relative to the best compared isomer or geometry (same formula, charge and spin): 21.5 kcal/mol

Listed below, in e, are the natural (NBO) charges computed for each atom:
1 O -0.9895
2 O -0.9577
3 O -1.0416
4 O -0.9609
5 O -0.9956
6 O -1.0030
7 O -1.0148
8 O -1.0123
9 O -0.9674
10 O -0.9677
11 O -1.0158
12 O -0.9938
13 O -1.0103
14 O -0.9986
15 O -0.9678
16 O -1.0233
17 O -0.9823
18 O -1.0268
19 O -1.0567
20 O -1.0066
21 O -0.9819
22 O -0.9749
23 H 0.5207
24 H 0.5093
25 H 0.4896
26 H 0.5022
27 H 0.5423
28 H 0.4930
29 H 0.5001
30 H 0.5170
31 H 0.4859
32 H 0.4957
33 H 0.4854
34 H 0.4976
35 H 0.4920
36 H 0.4898
37 H 0.5051
38 H 0.4841
39 H 0.5031
40 H 0.5126
41 H 0.5137
42 H 0.4944
43 H 0.4944
44 H 0.4714
45 H 0.4813
46 H 0.4751
47 H 0.5209
48 H 0.5011
49 H 0.5033
50 H 0.5039
51 H 0.4662
52 H 0.5155
53 H 0.4726
54 H 0.5253
55 H 0.4816
56 H 0.4829
57 H 0.4948
58 H 0.5011
59 H 0.4780
60 H 0.5034
61 H 0.5246
62 H 0.5220
63 H 0.5080
64 H 0.4794
65 H 0.5049
66 H 0.5037

Entry 5:
Computed, not measured: a 2-piece molecular cluster, H4I2Si2 overall at a distorted geometry, with ωB97M-V/def2-TZVPD.

The geometry in ORCA input format:
```
! wB97M-V def2-TZVPD RIJCOSX def2/J DEFGRID3
* xyz 0 1
I -2.330 -2.360 -0.033
I -1.760 2.530 -0.032
Si 1.213 -0.242 -0.363
Si -0.647 0.445 0.884
H 2.231 0.796 -0.658
H 0.621 -0.494 -1.704
H 1.692 -1.709 -0.333
H -1.019 1.034 2.240
*
```

- Kohn-Sham gap: 6.62 eV
- M: 314.0 g mol⁻¹
- Energy relative to the best compared isomer or geometry (same formula, charge and spin): 57.3 kcal/mol

Listed below, in e, are the natural (NBO) charges computed for each atom:
1 I -0.3940
2 I -0.1705
3 Si 0.3356
4 Si 0.5825
5 H -0.0992
6 H -0.0869
7 H -0.0565
8 H -0.1109

Entry 6:
Computed, not measured: H4InO2 as an isolated structure at a distorted geometry, with ωB97M-V/def2-TZVPD.

The geometry in ORCA input format:
```
! wB97M-V def2-TZVPD RIJCOSX def2/J DEFGRID3
* xyz 3 1
In 8.948 6.163 13.638
O 9.406 7.390 16.097
O 11.392 6.293 12.303
H 9.166 6.999 16.992
H 12.064 6.832 12.812
H 11.732 6.253 11.351
H 10.054 8.135 16.281
*
```

- Kohn-Sham gap: 4.90 eV
- M: 150.8 g mol⁻¹
- Energy relative to the best compared isomer or geometry (same formula, charge and spin): 60.9 kcal/mol

Listed below, in e, are the natural (NBO) charges computed for each atom:
1 In 2.1827
2 O -0.7770
3 O -0.7441
4 H 0.5877
5 H 0.5656
6 H 0.6011
7 H 0.5839

Entry 7:
Computed, not measured: a 2-piece molecular cluster, H4N2 overall at a distorted geometry, with ωB97M-V/def2-TZVPD.

The geometry in ORCA input format:
```
! wB97M-V def2-TZVPD RIJCOSX def2/J DEFGRID3
* xyz 0 1
N 1.295 -0.085 0.308
N -1.799 -0.138 0.091
H 1.839 0.691 -0.058
H -1.028 -0.509 -0.361
H 1.166 -0.681 -0.486
H -1.473 0.722 0.506
*
```

- Kohn-Sham gap (spin up / spin down): 9.95 / 10.20 eV
- M: 32.0 g mol⁻¹
- Energy relative to the best compared isomer or geometry (same formula, charge and spin): 76.6 kcal/mol

Listed below, in e, are the natural (NBO) charges computed for each atom:
1 N -0.5836
2 N -0.5618
3 H 0.2931
4 H 0.2773
5 H 0.2839
6 H 0.2911

Entry 8:
Computed, not measured: an isolated ion of composition H4N2O2P and charge -1 at a distorted geometry, with ωB97M-V/def2-TZVPD.

The geometry in ORCA input format:
```
! wB97M-V def2-TZVPD RIJCOSX def2/J DEFGRID3
* xyz -1 1
P -0.456 0.616 0.023
O 0.215 1.971 -0.025
O -1.788 0.348 0.637
N -0.327 -0.251 -1.468
N 0.585 -0.550 0.863
H 1.542 -0.320 0.798
H 0.418 -0.323 1.830
H 0.622 -0.417 -1.413
H -0.812 -1.074 -1.245
*
```

- Kohn-Sham gap: 9.36 eV
- M: 95.0 g mol⁻¹
- Energy relative to the best compared isomer or geometry (same formula, charge and spin): 12.1 kcal/mol

Listed below, in e, are the natural (NBO) charges computed for each atom:
1 P 2.3444
2 O -1.1749
3 O -1.1878
4 N -1.1692
5 N -1.2192
6 H 0.3417
7 H 0.3540
8 H 0.3462
9 H 0.3647

Entry 9:
Computed, not measured: H4N2O2S as an isolated structure at a distorted geometry, with ωB97M-V/def2-TZVPD.

The geometry in ORCA input format:
```
! wB97M-V def2-TZVPD RIJCOSX def2/J DEFGRID3
* xyz 0 1
S 0.328 -0.493 -0.451
O -0.374 -0.870 1.009
O 1.235 0.836 -0.005
N -1.469 0.775 -0.796
N 1.275 -1.554 -0.870
H -1.321 1.372 0.028
H -2.138 0.113 -0.453
H 2.214 0.600 -0.160
H 0.251 -0.779 1.698
*
```

- Kohn-Sham gap (spin up / spin down): 8.69 / 8.37 eV
- M: 96.1 g mol⁻¹
- Energy relative to the best compared isomer or geometry (same formula, charge and spin): 116.2 kcal/mol

Listed below, in e, are the natural (NBO) charges computed for each atom:
1 S 1.7420
2 O -0.8887
3 O -0.9020
4 N -0.8048
5 N -0.8333
6 H 0.3426
7 H 0.3365
8 H 0.5152
9 H 0.4925

Entry 10:
Computed, not measured: one molecule with the formula H4N2O2S at a distorted geometry, with ωB97M-V/def2-TZVPD.

The geometry in ORCA input format:
```
! wB97M-V def2-TZVPD RIJCOSX def2/J DEFGRID3
* xyz 0 1
S -0.765 -0.190 0.538
O -1.330 -1.596 -0.246
O -1.560 0.891 -0.295
N 1.812 0.299 0.439
N 0.621 -0.118 -0.149
H -1.002 1.298 -0.949
H -2.206 -1.568 0.028
H 2.486 -0.345 0.075
H 1.945 1.330 0.558
*
```

- Kohn-Sham gap: 8.52 eV
- M: 96.1 g mol⁻¹
- Energy relative to the best compared isomer or geometry (same formula, charge and spin): 78.0 kcal/mol

Listed below, in e, are the natural (NBO) charges computed for each atom:
1 S 1.5229
2 O -0.8275
3 O -0.8992
4 N -0.7099
5 N -0.7994
6 H 0.5053
7 H 0.4632
8 H 0.3787
9 H 0.3659